[1]
{"formula": "C33H51Cl3O29S2", "method": "ωB97M-V/def2-TZVPD", "smiles": "C[C@H]1COC(=O)O1.C[C@H]1COC(=O)O1.C[C@H]1COC(=O)O1.C[C@H]1COC(=O)O1.C[C@H]1COC(=O)O1.C[C@H]1COC(=O)O1.C[C@H]1COC(=O)O1.O=S1(=O)OCCO1.O=S1(=O)OCCO1.ClC(Cl)Cl", "e_above_lowest_kj_mol": 839.4, "species": ["C", "Cl", "Cl", "Cl", "H", "C", "C", "C", "O", "C", "O", "O", "H", "H", "H", "H", "H", "H", "C", "C", "C", "O", "C", "O", "O", "H", "H", "H", "H", "H", "H", "C", "C", "C", "O", "C", "O", "O", "H", "H", "H", "H", "H", "H", "C", "C", "C", "O", "C", "O", "O", "H", "H", "H", "H", "H", "H", "C", "C", "C", "O", "C", "O", "O", "H", "H", "H", "H", "H", "H", "C", "C", "C", "O", "C", "O", "O", "H", "H", "H", "H", "H", "H", "C", "C", "C", "O", "C", "O", "O", "H", "H", "H", "H", "H", "H", "C", "C", "O", "S", "O", "O", "O", "H", "H", "H", "H", "C", "C", "O", "S", "O", "O", "O", "H", "H", "H", "H"], "xyz": [[4.23604, -6.22943, 18.94849], [2.67150, -7.00035, 18.79656], [4.98453, -5.96404, 17.34737], [5.39846, -7.07807, 20.08187], [3.99555, -5.34551, 19.53922], [12.34388, -3.07444, 9.80841], [12.32306, -3.81117, 8.49914], [11.22617, -4.77741, 8.12095], [11.19154, -4.64198, 6.69669], [11.71899, -3.43393, 6.34604], [11.92440, -3.04573, 5.19822], [12.13853, -2.88058, 7.45825], [11.40575, -2.69041, 10.20909], [13.06530, -2.26621, 9.68831], [12.76772, -3.64567, 10.63434], [13.16572, -4.46647, 8.27866], [10.37411, -4.33845, 8.64001], [11.33526, -5.74863, 8.60357], [11.19916, -8.16564, 14.32783], [10.36486, -7.19933, 15.22222], [10.91019, -6.98627, 16.63328], [10.84807, -5.57927, 16.76203], [10.73766, -5.02602, 15.58373], [11.01985, -3.83975, 15.43676], [10.65418, -5.93992, 14.67618], [10.93541, -9.21945, 14.41739], [12.23461, -7.96971, 14.60629], [11.17283, -7.95721, 13.25827], [9.31023, -7.44669, 15.10101], [11.75966, -7.64070, 16.82880], [10.08469, -7.48707, 17.13909], [1.37636, -7.99400, 4.62724], [1.34710, -9.45054, 4.76107], [0.89455, -9.86065, 6.13317], [-0.32236, -10.64914, 5.82734], [-0.43512, -10.78065, 4.49175], [-1.13134, -11.58672, 3.86082], [0.52515, -10.00460, 3.85991], [0.49799, -7.39540, 4.38593], [2.09662, -7.60989, 3.90490], [1.76650, -7.72756, 5.60954], [2.35942, -9.85465, 4.76227], [0.62364, -9.03629, 6.79282], [1.61620, -10.37932, 6.76428], [-2.75666, -2.96574, 7.12659], [-2.31031, -4.43631, 7.41677], [-1.22704, -4.63851, 8.54245], [-1.71488, -5.61229, 9.44740], [-2.94692, -5.84474, 9.16031], [-3.67129, -6.47928, 9.87200], [-3.32075, -5.26398, 7.96650], [-2.18695, -2.46887, 6.34132], [-2.56359, -2.38061, 8.02572], [-3.83086, -2.91187, 6.94971], [-2.01219, -4.89133, 6.47223], [-1.07104, -3.68523, 9.04745], [-0.42154, -5.03813, 7.92635], [5.67991, -13.00538, 13.83468], [6.27982, -11.81439, 14.53832], [5.35714, -10.71809, 15.13825], [5.80187, -10.69627, 16.47091], [6.82609, -11.53123, 16.72294], [7.47816, -11.55602, 17.76942], [7.07540, -12.26211, 15.61378], [4.74270, -12.66704, 13.39281], [5.41900, -13.84385, 14.48044], [6.44980, -13.44706, 13.20200], [6.98789, -11.32220, 13.87162], [4.27694, -10.85593, 15.09078], [5.62961, -9.78761, 14.64019], [1.25261, -16.21436, 11.25253], [0.19650, -15.31901, 10.66970], [-1.22365, -15.14405, 11.28951], [-1.39336, -13.70935, 11.42657], [-0.25321, -13.13411, 11.31203], [-0.07552, -11.89662, 11.49901], [0.69530, -14.02830, 10.88346], [1.10285, -17.29395, 11.24029], [1.23555, -15.92162, 12.30236], [2.25431, -15.99892, 10.88068], [0.02598, -15.32316, 9.59313], [-1.24621, -15.60665, 12.27623], [-1.90996, -15.70291, 10.65331], [7.22847, -0.80851, 7.09162], [7.91672, -0.14754, 5.77132], [6.87196, 0.72862, 5.17431], [7.53290, 1.94754, 5.23109], [8.62477, 1.93267, 5.87990], [9.29873, 2.92427, 6.19677], [9.01367, 0.70152, 6.20261], [6.26583, -1.28661, 6.91040], [7.01357, 0.02663, 7.75828], [7.86882, -1.50227, 7.63636], [8.20321, -0.93228, 5.07118], [6.00468, 0.72599, 5.83455], [6.84653, 0.54615, 4.09999], [3.41071, -7.24779, 10.83327], [3.97021, -5.88605, 11.28475], [4.84428, -5.42451, 10.27471], [5.60285, -6.75458, 9.59789], [6.69211, -7.10710, 10.51875], [5.95247, -6.59872, 8.17596], [4.21849, -7.74264, 9.77315], [2.38859, -7.02637, 10.52614], [3.45030, -7.89145, 11.71205], [4.40415, -5.99130, 12.27910], [3.17096, -5.14490, 11.28449], [8.26060, -11.78671, 6.96923], [9.24079, -12.84842, 6.53761], [9.96917, -13.07680, 7.75874], [10.05964, -11.76706, 8.85109], [11.39608, -11.04519, 8.81275], [9.49292, -12.08394, 10.13996], [8.97166, -10.95663, 7.84937], [7.39837, -12.27540, 7.42291], [7.88898, -11.16168, 6.15724], [9.95762, -12.59927, 5.75519], [8.78337, -13.78615, 6.22210]], "forces_ev_per_angstrom": [[0.5279, -0.0756, 0.9663], [0.0582, -0.5222, -0.0971], [-0.3264, 0.0847, 0.9039], [-0.7596, 0.1439, -0.9302], [0.5141, 0.3559, -0.8687], [0.8549, -0.1671, 0.6413], [-0.3570, -1.5052, -0.2881], [-0.9939, 1.3486, 1.8918], [-0.6611, -1.0250, -0.2493], [1.1906, -0.7977, -2.4889], [-1.2329, -0.8405, 3.0331], [1.1495, 2.7518, -0.0524], [-0.1980, 0.0435, -0.6327], [-0.2479, 0.2730, -0.0215], [-0.0111, -0.4768, -0.1992], [1.1995, 0.9111, 0.2867], [-1.0031, -0.1304, -0.7549], [0.2677, -0.3902, -1.1545], [0.1164, 0.2064, 0.5445], [1.8814, -1.3369, -2.1416], [-3.2928, -2.3031, -0.5682], [0.4147, -1.4509, 3.0046], [3.1475, 4.2749, 0.0299], [-1.6003, -2.0867, -0.3834], [-1.3022, 0.5006, -3.0255], [0.0961, 0.0398, 0.4234], [0.1475, -0.4664, 0.0321], [-0.5667, 0.3956, 0.0891], [-0.1596, 0.3471, 0.4649], [0.8851, 1.3258, 0.1445], [0.2142, 0.5292, 1.3794], [1.5800, 2.3290, 0.2416], [1.8112, 0.6992, 1.5848], [-2.1559, -0.3064, 1.0377], [0.6725, 0.1826, 0.1109], [-0.3458, -2.7585, -2.3307], [1.6703, 2.9979, 2.4258], [-2.5270, -2.3837, -1.3068], [-0.6005, -0.7665, 0.4232], [0.2440, -0.3688, -0.1173], [0.0439, 0.9980, -0.0574], [0.2931, 0.0294, -1.0798], [-0.5432, 0.2059, -0.3452], [-0.1369, -0.8642, -0.5576], [0.2250, -0.7073, 1.2694], [0.0501, 0.2710, 0.5841], [0.2422, 0.7867, -2.1884], [2.5440, 1.1418, -0.2500], [-3.3510, -0.8316, -0.0470], [0.0538, 0.2709, -0.8656], [-1.1423, -0.2903, 0.6244], [-0.0928, -0.4143, -0.2048], [-0.1515, 0.1198, 0.1326], [0.1191, -0.1291, -0.2886], [0.1656, -0.1094, 0.0573], [0.5179, -0.2865, 0.0967], [0.8321, 0.1900, 1.0685], [-0.1953, -0.1775, 0.3237], [-0.0394, -0.0998, -0.6563], [0.9375, -0.6244, -0.5741], [-0.2733, 0.6804, 1.4542], [1.9059, 0.2019, 1.8583], [-2.0988, -0.1493, -2.9948], [0.3931, -0.0577, 1.4187], [0.2678, -0.3245, -0.8071], [-0.1013, 0.3637, 0.5972], [-0.4667, 0.2719, -0.6626], [-0.1517, 0.0404, -0.2715], [0.1097, -0.3252, 0.0464], [-0.2786, 0.2289, 0.2365], [-0.3435, -0.5124, 0.9999], [-1.1790, 1.0535, -0.8823], [1.1258, -1.5471, 0.5093], [-2.3554, -2.3756, -0.0209], [2.8245, 4.9075, -0.3873], [-0.1853, -4.9205, -0.6784], [0.8304, 3.0274, 0.8436], [-0.3263, 0.0849, -0.3683], [0.3410, -0.1746, 0.2375], [-0.2603, 0.1397, -0.2773], [0.3727, -0.8746, -0.2388], [-0.1984, 0.2559, 0.1985], [-0.6044, 0.9576, 0.0573], [1.1998, 0.7556, -0.8596], [-0.7528, -3.2302, 3.1191], [1.2123, -0.1215, -0.6979], [-2.5495, 2.9302, -1.2992], [4.9645, 3.5203, 2.5951], [-1.9250, -2.3485, -1.0274], [-1.2656, -1.5558, -0.7099], [0.1336, -0.1077, -0.4974], [0.0893, 0.1254, 0.0943], [0.1099, 0.0256, -0.2292], [0.6760, 0.1667, 0.2415], [-0.4705, 0.2047, -0.9058], [-1.3902, -0.3760, 0.1809], [-0.0596, 0.7817, 0.7458], [-0.6919, 0.2215, 0.0589], [1.3992, -1.3770, -1.4169], [1.0936, 0.1411, 0.0323], [-2.5271, 0.1759, -1.6211], [-1.6030, -0.1863, 3.3708], [1.9070, 1.1546, -0.4266], [0.0633, -0.8404, -0.4655], [-0.2061, -0.4099, -0.4077], [0.5069, 0.3843, -0.2154], [0.0745, -0.0679, 0.3604], [-0.4208, -0.3360, -0.7980], [0.6967, 0.0401, 0.3829], [1.1004, 0.1772, 2.1707], [1.5765, 1.3860, -2.7500], [-4.7148, -2.6766, -0.1572], [0.5522, 0.0182, -1.8781], [1.1972, 0.6726, 2.0901], [-0.0006, 0.1468, 0.4335], [0.2156, 0.0518, 0.0293], [-0.0635, 0.5440, 0.0673], [-0.1487, -0.0036, 0.4318]]}

[2]
{"formula": "FHOS", "method": "ωB97M-V/def2-TZVPD", "e_above_lowest_kj_mol": 582.0, "species": ["O", "F", "S", "H"], "xyz": [[-1.18431, -0.30959, -0.34909], [-1.41941, 0.77710, 0.32537], [1.28964, -0.86383, 0.08251], [1.31408, 0.39633, -0.05880]], "forces_ev_per_angstrom": [[3.1204, -3.2990, -1.1971], [-0.4996, 2.5884, 1.6450], [-2.8572, -1.6456, -0.1970], [0.2363, 2.3563, -0.2510]]}

[3]
{"formula": "F8N4O16S8Tl", "method": "ωB97M-V/def2-TZVPD", "charge": -1, "e_above_lowest_kj_mol": 374.4, "species": ["Tl", "N", "S", "O", "O", "F", "S", "O", "O", "F", "N", "S", "O", "O", "F", "S", "O", "O", "F", "N", "S", "O", "O", "F", "S", "O", "O", "F", "N", "S", "O", "O", "F", "S", "O", "O", "F"], "xyz": [[-0.24645, 1.07407, -0.57166], [-2.39001, -0.39761, -1.67264], [-2.81572, -1.53564, -2.55330], [-3.66934, -1.19952, -3.64945], [-2.93159, -2.90736, -1.98087], [-1.43095, -1.64158, -3.20483], [-3.97658, -0.35742, -0.96267], [-4.56452, -1.56661, -0.44779], [-4.92714, 0.59212, -1.50676], [-3.62191, 0.38181, 0.42221], [1.75671, -0.59349, -1.70058], [2.02323, -0.80219, -3.36074], [1.25835, -1.81943, -4.07927], [3.28019, -0.33442, -3.88030], [1.08596, 0.45860, -3.77779], [2.62089, -1.64776, -1.09515], [3.99509, -1.26195, -0.54015], [2.49714, -3.04549, -1.65907], [1.80841, -1.71370, 0.25448], [1.69849, 2.56555, 0.88170], [3.43013, 2.69457, 0.95798], [4.20926, 2.26376, 2.12929], [4.03662, 3.70123, 0.12824], [3.53018, 1.46951, -0.06060], [1.59383, 3.50030, 2.13127], [2.05090, 4.88238, 1.97584], [1.77771, 2.83283, 3.42027], [-0.03476, 3.66146, 2.07013], [-1.08221, -0.52755, 1.62218], [-1.43387, -0.13172, 3.28230], [-0.81072, -0.82348, 4.38381], [-2.66111, 0.64947, 3.46209], [-0.38340, 1.09358, 3.15883], [-1.36203, -2.00710, 1.87316], [-2.76142, -2.44129, 2.02781], [-0.20644, -2.81504, 2.22003], [-1.34307, -2.25103, 0.30198]], "forces_ev_per_angstrom": [[0.6429, -0.3933, 0.0336], [-3.5078, 2.9461, 4.0340], [2.7865, -8.9169, -5.2433], [-0.7533, 0.2572, 0.8815], [-0.2581, 3.2326, -0.8701], [1.2112, -0.1278, -0.9344], [-4.2078, 3.3855, 4.9801], [1.3634, 0.5511, -1.2172], [2.1430, -1.0001, -0.7182], [1.0442, -0.1793, -0.9616], [-1.1987, 2.1965, -4.6953], [-2.8799, 1.7206, -4.1429], [1.9415, 0.8123, 2.2607], [-0.3933, -1.2230, 1.4828], [0.0193, 0.1926, 0.9598], [6.2388, -6.8514, 5.2475], [-4.1687, -0.8905, -2.4765], [0.4929, 4.3317, 0.9968], [-0.3976, -0.0666, 0.5530], [3.1829, 1.1452, 0.5254], [5.2377, -3.7953, -3.3604], [-2.7768, 1.0806, -1.8631], [-1.4989, 0.3928, 1.1220], [-0.1245, -0.0418, 0.7815], [-5.1155, 2.9334, 5.1227], [-0.1795, -2.5805, -0.0086], [0.0474, 1.1510, -2.2473], [1.1306, -0.0702, -0.1996], [-1.3468, 2.2574, 4.1758], [1.3059, 7.8807, 2.6197], [-1.4870, -0.9398, -1.8372], [1.5249, -2.8299, -0.9080], [-0.3425, -0.5326, -0.1639], [-0.6523, -8.3227, -6.4644], [2.2926, 1.4187, 2.1656], [-1.7635, 1.3219, 1.3687], [0.4467, -0.4459, -0.9989]]}

[4]
{"formula": "C2H6N2O", "method": "ωB97M-V/def2-TZVPD", "smiles": "[H]/N=C(\\C)NO", "e_above_lowest_kj_mol": 470.9, "species": ["C", "C", "H", "H", "H", "H", "H", "H", "N", "N", "O"], "xyz": [[-1.45516, -0.08006, 0.12306], [-0.08982, 0.25704, -0.52018], [-2.21599, 0.29303, -0.79444], [-1.46053, -1.09462, 0.70581], [-1.42714, 0.80260, 1.07305], [-0.95720, 0.96368, -1.93156], [1.94011, 0.26529, 0.14799], [0.50142, -1.55838, 1.50356], [-0.10102, 0.86159, -1.63569], [0.95393, -0.30480, 0.15929], [0.86485, -0.57887, 1.50164]], "forces_ev_per_angstrom": [[0.1329, 2.9188, 1.4238], [-3.2610, -0.8536, 0.3079], [1.3592, -1.7654, 3.2688], [-0.7305, 1.8145, -1.6713], [-0.7107, -2.5882, -2.6938], [-5.5932, 0.8485, -2.0343], [-3.2469, -1.7976, -0.9068], [1.2584, 2.7928, 0.3608], [7.4396, -0.6854, 2.1897], [5.7205, 2.6957, -1.3750], [-2.3682, -3.3800, 1.1302]]}